Record 1
The following is a quantum chemistry calculation of a 9-piece molecular cluster, C18H54O18 overall at a distorted geometry, from the OMol25 dataset.

Properties
E, eV: -56387.109
Gap between HOMO and LUMO, hartree: 0.3626
E_HOMO, eV: -9.92
LUMO energy, eV: -0.05

Element x y z (Å)
C1 3.66 -3.23 -4.26
C2 3.58 -4.72 -3.97
O1 2.23 -5.08 -4.24
O2 5.00 -2.49 -4.30
H1 2.97 -2.65 -3.65
H2 3.34 -2.97 -5.27
H3 3.86 -4.95 -2.95
H4 4.25 -5.26 -4.64
H5 1.93 -5.75 -3.62
H6 4.80 -1.55 -4.29
C3 1.82 5.52 -4.01
C4 3.33 5.14 -4.22
O3 3.62 3.95 -3.50
O4 1.38 5.73 -2.68
H7 1.24 4.65 -4.30
H8 1.43 6.27 -4.69
H9 4.05 5.80 -3.73
H10 3.64 5.15 -5.27
H11 3.08 4.08 -2.71
H12 1.51 6.65 -2.42
C5 6.22 7.01 3.30
C6 5.91 5.56 3.08
O5 6.53 4.79 4.13
O6 4.96 7.54 3.69
H13 6.46 7.50 2.35
H14 7.01 7.23 4.01
H15 6.34 5.34 2.10
H16 4.87 5.31 2.88
H17 6.12 4.98 4.98
H18 4.79 7.93 4.55
C7 -0.92 -1.39 1.41
C8 -1.10 -0.16 0.43
O7 -0.06 0.79 0.73
O8 -1.16 -1.08 2.77
H19 0.13 -1.68 1.51
H20 -1.45 -2.29 1.10
H21 -2.06 0.31 0.64
H22 -1.08 -0.36 -0.64
H23 -0.21 1.67 0.38
H24 -0.54 -0.37 2.94
C9 -4.11 -1.32 -7.24
C10 -2.88 -2.18 -7.15
O9 -2.85 -3.25 -8.21
O10 -3.87 -0.25 -6.27
H25 -5.06 -1.84 -7.16
H26 -4.20 -0.84 -8.22
H27 -2.85 -2.57 -6.13
H28 -2.02 -1.53 -7.32
H29 -2.17 -3.92 -8.13
H30 -4.45 0.48 -6.49
C11 -1.88 5.44 4.73
C12 -2.25 4.46 5.85
O11 -1.10 4.16 6.59
O12 -1.71 6.82 5.08
H31 -2.79 5.48 4.12
H32 -1.03 5.17 4.11
H33 -2.50 3.44 5.54
H34 -3.05 4.85 6.48
H35 -1.36 3.49 7.23
H36 -0.88 7.11 4.71
C13 -4.58 -7.69 -1.29
C14 -5.18 -8.73 -0.44
O13 -6.44 -9.19 -0.86
O14 -5.52 -6.59 -1.46
H37 -4.26 -8.13 -2.23
H38 -3.68 -7.34 -0.79
H39 -5.27 -8.40 0.60
H40 -4.60 -9.65 -0.35
H41 -6.48 -10.13 -0.64
H42 -6.22 -6.94 -2.01
C15 -7.40 -0.28 3.46
C16 -7.22 -1.18 4.73
O15 -6.22 -2.22 4.36
O16 -8.06 -0.94 2.47
H43 -6.45 0.06 3.05
H44 -7.97 0.57 3.86
H45 -8.14 -1.74 4.91
H46 -6.90 -0.62 5.61
H47 -5.34 -1.84 4.26
H48 -7.37 -1.57 2.25
C17 6.03 -1.52 2.86
C18 6.57 -1.20 1.46
O17 7.44 -2.17 0.77
O18 7.03 -1.33 3.81
H49 5.59 -2.51 2.74
H50 5.20 -0.83 3.04
H51 6.98 -0.20 1.40
H52 5.62 -1.26 0.93
H53 7.16 -2.17 -0.15
H54 7.19 -0.38 3.88

Results of the Mulliken charge analysis, in e, for atoms 1 through 4:
1 C -0.433
2 C -0.212
3 O -0.507
4 O -0.547

***

Record 2
The following is a quantum chemistry calculation of a 9-piece molecular cluster, C21H63N3O9 overall at a distorted geometry, from the OMol25 dataset.

Properties
E, eV: -45692.483
Gap between HOMO and LUMO, hartree: 0.3619
E_HOMO, eV: -9.22
LUMO energy, eV: 0.63

Element x y z (Å)
C1 0.41 -0.94 -3.70
C2 1.88 -1.25 -3.92
O1 2.03 -2.53 -3.30
H1 0.18 -0.03 -4.12
H2 0.15 -0.94 -2.65
H3 -0.33 -1.60 -4.17
H4 2.51 -0.47 -3.49
H5 2.26 -1.28 -4.98
H6 2.91 -2.82 -3.48
C3 3.20 0.97 3.89
C4 2.33 1.96 3.20
O2 1.82 1.33 2.07
H7 2.58 0.08 4.12
H8 3.48 1.44 4.82
H9 4.09 0.71 3.29
H10 2.80 2.90 2.96
H11 1.52 2.25 3.85
H12 1.03 0.76 2.21
C5 2.51 -3.03 1.69
C6 2.50 -3.24 0.25
O3 1.35 -2.69 -0.35
H13 2.65 -1.97 1.84
H14 3.31 -3.55 2.18
H15 1.56 -3.34 2.15
H16 2.46 -4.30 0.02
H17 3.38 -2.91 -0.30
H18 1.55 -2.71 -1.32
C7 -0.86 -0.15 3.83
O4 -0.36 -0.20 2.50
H19 -0.35 0.66 4.30
H20 -1.94 0.10 3.88
H21 -0.76 -1.11 4.37
H22 -0.69 -0.96 2.03
C8 0.28 2.34 -0.71
O5 -0.77 2.20 -1.61
H23 -0.02 2.42 0.32
H24 1.04 1.57 -0.76
H25 0.84 3.29 -0.89
H26 -1.60 2.70 -1.31
C9 -2.34 4.07 -3.94
O6 -2.91 2.87 -3.56
H27 -1.57 3.96 -4.73
H28 -3.12 4.70 -4.28
H29 -1.83 4.59 -3.09
H30 -2.23 2.24 -3.48
C10 -1.58 -4.69 1.22
C11 -2.33 -3.42 1.33
C12 -2.86 -3.24 2.71
O7 -3.91 -4.23 2.96
C13 -4.50 -3.96 4.19
N1 -1.39 -2.33 1.02
H31 -0.63 -4.73 1.79
H32 -1.37 -4.90 0.15
H33 -2.24 -5.49 1.58
H34 -3.19 -3.50 0.62
H35 -3.32 -2.25 2.98
H36 -2.03 -3.44 3.45
H37 -3.78 -4.00 5.04
H38 -5.38 -4.61 4.38
H39 -4.75 -2.92 4.26
H40 -1.91 -1.54 0.60
H41 -0.68 -2.56 0.33
C14 5.14 0.66 -4.85
C15 6.18 0.75 -3.73
C16 5.58 0.99 -2.37
O8 4.46 0.15 -2.15
C17 3.94 0.19 -0.86
N2 7.02 -0.43 -3.85
H42 4.26 1.34 -4.76
H43 4.60 -0.29 -4.75
H44 5.68 0.80 -5.77
H45 6.82 1.61 -3.91
H46 5.30 2.05 -2.28
H47 6.40 0.79 -1.68
H48 3.17 -0.54 -0.74
H49 3.51 1.25 -0.70
H50 4.69 0.10 -0.05
H51 7.61 -0.55 -3.06
H52 6.39 -1.18 -3.86
C18 -3.34 1.73 1.38
C19 -4.04 2.23 0.09
C20 -5.44 2.51 0.41
O9 -5.52 3.52 1.42
C21 -6.78 3.58 2.09
N3 -3.26 3.31 -0.45
H53 -2.27 1.61 1.17
H54 -3.77 0.75 1.57
H55 -3.47 2.47 2.14
H56 -4.04 1.44 -0.72
H57 -5.92 1.61 0.76
H58 -6.03 2.85 -0.44
H59 -7.52 3.99 1.42
H60 -6.62 4.19 3.01
H61 -7.02 2.62 2.53
H62 -3.23 4.14 0.15
H63 -3.61 3.53 -1.38

Results of the Mulliken charge analysis, in e, for atoms 1 through 4:
1 C -1.386
2 C 0.467
3 O -0.570
4 H 0.484

***

Record 3
The following is a quantum chemistry calculation of a 2-piece molecular cluster, C4H2F4 overall at a distorted geometry, from the OMol25 dataset.

Properties
E, eV: -15042.407
Multiplicity: 3
Gap between HOMO and LUMO (spin up / spin down), hartree: 0.3346 / 0.2626
E_HOMO (spin up / spin down), eV: -8.18 / -9.70
LUMO energy (spin up / spin down), eV: 0.92 / -2.56

Element x y z (Å)
C1 0.97 0.97 0.14
C2 0.89 -0.29 0.40
C3 -3.03 2.03 0.27
C4 0.64 2.21 -0.16
F1 -2.12 2.02 1.16
F2 -2.79 0.96 -0.38
F3 0.76 2.75 -1.39
F4 0.40 3.25 0.63
H1 1.71 -0.91 0.76
H2 -0.13 -0.69 0.30

Results of the Mulliken charge analysis, in e, for atoms 1 through 4:
1 C 0.287
2 C -0.531
3 C 0.313
4 C 0.213

***

Record 4
The following is a quantum chemistry calculation of a 2-piece molecular cluster, C5H8O overall at a distorted geometry, from the OMol25 dataset.

Properties
E, eV: -7358.048
Gap between HOMO and LUMO, hartree: 0.3476
E_HOMO, eV: -8.42
LUMO energy, eV: 1.04

Element x y z (Å)
C1 1.43 1.22 0.66
C2 -2.76 0.13 -0.73
C3 0.87 0.08 -0.23
C4 -2.24 0.17 0.36
C5 1.06 -1.26 -0.04
O1 0.31 -2.18 -0.75
H1 1.68 0.80 1.61
H2 2.36 1.67 0.33
H3 -3.21 0.52 -1.60
H4 0.76 1.99 0.63
H5 0.26 0.53 -0.93
H6 -2.08 -0.09 1.33
H7 1.81 -1.71 0.78
H8 -0.26 -1.86 -1.44

Results of the Mulliken charge analysis, in e, for atoms 1 through 4:
1 C -1.227
2 C -0.382
3 C -0.203
4 C -0.387

***

Record 5
The following is a quantum chemistry calculation of a 2-piece molecular cluster, C4H10 overall at a distorted geometry, from the OMol25 dataset.

Properties
E, eV: -4306.965
Multiplicity: 2
Gap between HOMO and LUMO (spin up / spin down), hartree: 0.0477 / 0.1602
Total charge: -1
E_HOMO (spin up / spin down), eV: 1.26 / -1.80
LUMO energy (spin up / spin down), eV: 2.55 / 2.55

Element x y z (Å)
C1 4.08 2.26 3.13
C2 2.73 2.13 2.43
H1 4.73 2.87 2.52
H2 3.96 2.71 4.11
H3 4.57 1.29 3.20
H4 1.95 1.67 3.06
H5 2.75 1.60 1.48
H6 2.30 3.11 2.20
C3 -3.97 -3.33 -3.89
C4 -5.04 -2.60 -3.33
H7 -2.96 -2.92 -4.01
H8 -4.06 -4.17 -4.61
H9 -5.11 -1.52 -3.31
H10 -5.95 -3.10 -2.99

Results of the Mulliken charge analysis, in e, for atoms 1 through 4:
1 C -0.758
2 C -0.844
3 H 0.255
4 H 0.266